{
  "formula": "C25H35MgN5O",
  "method": "ωB97M-V/def2-TZVPD",
  "total_charge": 2,
  "e_above_lowest_kcal_mol": 58.2,
  "lumo_energy_ev": -7.270,
  "e_tot_ev": -41424.196,
  "species": ["Mg", "C", "C", "N", "C", "C", "N", "C", "C", "N", "C", "C", "N", "C", "C", "C", "C", "C", "C", "C", "N", "H", "H", "H", "H", "H", "H", "H", "H", "H", "H", "H", "H", "H", "H", "H", "H", "H", "H", "H", "H", "H", "H", "H", "C", "C", "C", "C", "C", "C", "C", "O", "C", "C", "C", "H", "H", "H", "H", "H", "H", "H", "H", "H", "H", "H", "H"],
  "positions_angstrom": [[0.051245, -0.327490, 0.373321], [0.794487, -4.118131, 2.380686], [0.678954, -2.958636, 1.439944], [0.096357, -1.859379, 1.737042], [-0.535391, -1.589478, 3.022635], [-0.286490, -0.119479, 3.382602], [-0.462554, 0.806720, 2.228671], [-1.841700, 1.332685, 2.053696], [-2.712366, 0.429005, 1.181273], [-2.001403, -0.047935, -0.029669], [-1.970946, 0.923749, -1.168978], [-0.694623, 1.780646, -1.143423], [0.512035, 0.946089, -1.085174], [1.289431, 0.768954, -2.211960], [0.699978, 1.309709, -3.524184], [1.613083, -1.772744, -1.873771], [2.161207, -2.901637, -2.519043], [2.236636, -4.077334, -1.833413], [1.773092, -4.142300, -0.505847], [1.243401, -3.012966, 0.048092], [1.152629, -1.835339, -0.637119], [-0.196873, -4.483567, 2.654307], [1.289652, -3.797948, 3.298910], [1.361982, -4.944305, 1.968272], [-0.171188, -2.219420, 3.834187], [-1.605635, -1.786076, 2.923416], [0.747208, -0.020948, 3.715315], [-0.928527, 0.166105, 4.218195], [0.133325, 1.605683, 2.411966], [-1.762978, 2.315812, 1.594278], [-2.331787, 1.473570, 3.019440], [-3.621025, 0.972152, 0.913158], [-3.023259, -0.450210, 1.745142], [-2.493759, -0.874692, -0.348345], [-2.874563, 1.539780, -1.179725], [-1.954828, 0.332086, -2.084818], [-0.711206, 2.411555, -0.248438], [-0.737798, 2.475873, -1.979535], [0.742940, 2.398754, -3.570860], [-0.332815, 0.986941, -3.630734], [1.272278, 0.904937, -4.357298], [2.504108, -2.796804, -3.538603], [2.652793, -4.958793, -2.303020], [1.832205, -5.071487, 0.039228], [6.675636, 3.916441, 0.951405], [5.640912, 3.217205, 0.141495], [5.613211, 3.354556, -1.250173], [4.685364, 2.707591, -2.022095], [4.728193, 2.931953, -3.509656], [3.670145, 1.872624, -1.374987], [2.731158, 1.342217, -2.226939], [1.568989, -0.669033, -2.620674], [3.760112, 1.688157, 0.065220], [2.903241, 0.706471, 0.786078], [4.712248, 2.367500, 0.768150], [7.144483, 4.727417, 0.400216], [7.456339, 3.200192, 1.226379], [6.255092, 4.298320, 1.881591], [6.343565, 3.997787, -1.725098], [5.528295, 3.623997, -3.758163], [3.797201, 3.354940, -3.887682], [4.921317, 2.001234, -4.048231], [3.010678, 1.488479, -3.262130], [1.861816, 1.006745, 0.630278], [3.159537, 0.651471, 1.842062], [3.016083, -0.286402, 0.346303], [4.781808, 2.219708, 1.839310]],
  "forces_ev_per_a": [[0.2, -0.1, -0.1], [0.0, 0.0, -0.1], [-0.1, 0.1, 0.0], [0.1, -0.3, 0.4], [0.0, 0.1, -0.1], [0.0, 0.0, -0.1], [-0.1, -0.1, 0.2], [0.0, -0.1, -0.1], [0.2, 0.0, 0.0], [-0.4, 0.2, -0.2], [0.1, 0.0, 0.0], [0.0, -0.2, 0.0], [-0.1, 0.5, 0.0], [-0.1, 0.2, 0.1], [0.0, -0.1, -0.1], [0.0, 0.2, -0.1], [0.1, 0.0, -0.1], [0.0, 0.0, 0.0], [0.1, -0.1, -0.1], [-0.1, 0.2, 0.1], [0.1, -0.2, 0.1], [0.0, 0.0, 0.0], [0.0, 0.0, 0.0], [0.0, 0.0, 0.0], [0.0, 0.0, 0.0], [0.0, 0.0, 0.0], [0.0, 0.0, 0.0], [0.0, 0.0, 0.0], [0.0, 0.0, 0.0], [0.0, 0.0, 0.0], [0.0, 0.0, 0.0], [0.0, 0.0, 0.0], [0.0, 0.0, 0.0], [0.0, 0.0, 0.0], [0.0, 0.0, 0.1], [-0.1, 0.0, 0.0], [0.0, 0.1, 0.0], [0.0, 0.0, -0.1], [0.0, 0.0, 0.0], [0.0, 0.0, 0.0], [0.0, 0.0, 0.0], [0.0, 0.0, 0.0], [0.0, 0.0, 0.0], [0.0, 0.0, 0.0], [0.0, 0.0, 0.0], [0.0, 0.0, 0.0], [0.1, 0.1, 0.1], [-0.1, -0.1, -0.1], [0.0, 0.0, 0.0], [0.1, -0.1, 0.0], [0.0, -0.1, 0.1], [0.1, -0.3, 0.0], [0.0, 0.0, -0.1], [-0.1, -0.1, -0.1], [0.0, 0.0, 0.0], [0.0, 0.0, 0.0], [0.0, 0.0, 0.0], [0.0, 0.0, 0.0], [0.0, 0.0, 0.0], [0.0, 0.0, 0.0], [0.0, 0.0, 0.0], [0.0, 0.0, 0.0], [0.0, 0.0, 0.0], [0.1, 0.1, 0.1], [0.0, 0.1, 0.0], [0.0, 0.0, 0.0], [0.0, 0.0, 0.0]]
}

***

{
  "formula": "C35H46BN3O5SSi2",
  "method": "ωB97M-V/def2-TZVPD",
  "e_above_lowest_kcal_mol": 0.0,
  "lumo_energy_ev": -0.802,
  "smiles": "NB(O)c1ccc2c(c1CCCCSc1nnco1)C(=O)c1c(CCCc3ccccc3)cccc1C2=O.C[Si](C)(C)O[Si](C)(C)C",
  "e_tot_ev": -79023.084,
  "species": ["N", "B", "O", "C", "C", "C", "C", "C", "C", "C", "C", "C", "C", "S", "C", "N", "N", "C", "O", "C", "O", "C", "C", "C", "C", "C", "C", "C", "C", "C", "C", "C", "C", "C", "C", "C", "C", "O", "H", "H", "H", "H", "H", "H", "H", "H", "H", "H", "H", "H", "H", "H", "H", "H", "H", "H", "H", "H", "H", "H", "H", "H", "H", "H", "H", "H", "C", "Si", "C", "C", "O", "Si", "C", "C", "C", "H", "H", "H", "H", "H", "H", "H", "H", "H", "H", "H", "H", "H", "H", "H", "H", "H", "H"],
  "positions_angstrom": [[-2.713367, 2.876896, -4.700767], [-1.547277, 2.170217, -5.126580], [-1.250811, 2.171573, -6.490948], [-0.573301, 1.379954, -4.157510], [0.760954, 1.799808, -4.118268], [1.704357, 1.182267, -3.316930], [1.305570, 0.094227, -2.551296], [-0.019360, -0.354605, -2.571065], [-0.985337, 0.292218, -3.362546], [-2.424985, -0.135932, -3.394640], [-2.710968, -1.218200, -4.448419], [-3.895440, -2.101478, -4.073445], [-5.318039, -1.533287, -4.338161], [-5.385892, 0.153487, -5.012213], [-6.328384, 0.989140, -3.836593], [-7.623482, 1.033362, -3.756512], [-7.934570, 1.811597, -2.694713], [-6.812160, 2.203814, -2.186807], [-5.761120, 1.724687, -2.848430], [-0.334363, -1.544438, -1.723507], [-1.230719, -2.297972, -2.011986], [0.521511, -1.783182, -0.529614], [0.055133, -2.507621, 0.577214], [-1.326870, -3.101212, 0.717812], [-1.272088, -4.610147, 0.519640], [-2.551676, -5.348600, 0.931364], [-3.057337, -5.032535, 2.322452], [-2.174963, -4.916991, 3.401408], [-2.678406, -4.611631, 4.660644], [-4.042117, -4.431068, 4.868431], [-4.919353, -4.572280, 3.797380], [-4.425403, -4.863462, 2.528239], [0.942715, -2.717722, 1.634832], [2.246930, -2.250764, 1.628553], [2.701999, -1.529328, 0.534341], [1.838866, -1.306870, -0.523312], [2.336588, -0.550608, -1.696187], [3.506000, -0.422283, -1.934497], [-2.972582, 3.546864, -5.416083], [-2.582659, 3.372171, -3.827495], [-0.337895, 2.438995, -6.628077], [1.075958, 2.639874, -4.725613], [2.719760, 1.537631, -3.286729], [-2.686248, -0.558542, -2.429091], [-3.068860, 0.726709, -3.520768], [-1.835520, -1.862734, -4.461985], [-2.796294, -0.800380, -5.450268], [-3.800659, -2.377493, -3.029563], [-3.820096, -3.016901, -4.655363], [-5.883523, -1.541488, -3.411574], [-5.853765, -2.188287, -5.014205], [-6.718455, 2.837478, -1.328915], [-1.658234, -2.871900, 1.728814], [-2.039004, -2.651116, 0.040626], [-1.083974, -4.834258, -0.528925], [-0.430127, -5.037550, 1.059179], [-3.340248, -5.215295, 0.196423], [-2.319384, -6.415925, 0.928501], [-1.114255, -5.066053, 3.275251], [-2.019233, -4.501744, 5.510570], [-4.398569, -4.185412, 5.855357], [-5.982521, -4.436221, 3.924319], [-5.087418, -4.966548, 1.682425], [0.591978, -3.272834, 2.494289], [2.894354, -2.442509, 2.469530], [3.709050, -1.148284, 0.527879], [2.457271, 4.246478, 3.147571], [3.600765, 2.992136, 2.358812], [3.579905, 1.425631, 3.385210], [2.949888, 2.588999, 0.657722], [5.131589, 3.593370, 2.270562], [6.323971, 4.149913, 3.262342], [7.812152, 4.656502, 2.259830], [6.838249, 2.812731, 4.466959], [5.720263, 5.633515, 4.231139], [2.722044, 4.422315, 4.192163], [1.424851, 3.892140, 3.116661], [2.505900, 5.202377, 2.621639], [4.300788, 0.700163, 3.001140], [2.587857, 0.968869, 3.355293], [3.824166, 1.630848, 4.429354], [3.573211, 1.838427, 0.165006], [2.918378, 3.477581, 0.023782], [1.935311, 2.190840, 0.734873], [8.214151, 3.814778, 1.692695], [8.596220, 5.022683, 2.925484], [7.564300, 5.453969, 1.556692], [6.026549, 2.567112, 5.154724], [7.693484, 3.144045, 5.059353], [7.122382, 1.900406, 3.938197], [4.919315, 5.356175, 4.919443], [5.337462, 6.405655, 3.560361], [6.535168, 6.063062, 4.817119]],
  "forces_ev_per_a": [[0.9, 0.5, -0.3], [-0.1, -0.3, -0.2], [-0.2, 0.6, 0.3], [0.0, 0.2, 0.3], [-0.1, -0.2, 0.0], [-0.5, -0.1, -0.2], [0.0, 0.4, -0.2], [0.2, 0.1, 0.1], [0.3, 0.3, -0.2], [-0.1, -0.2, 0.2], [0.4, -0.1, 0.5], [-0.3, 0.3, -0.7], [0.3, -0.3, 0.6], [0.3, 0.1, -0.5], [-0.8, -0.2, 0.1], [0.4, -0.6, -0.8], [-0.1, 0.6, 0.9], [-1.0, -0.2, -0.1], [0.8, 0.1, 0.2], [0.4, 0.4, -0.2], [-0.5, -0.6, -0.1], [0.1, -0.2, 0.5], [0.1, 0.1, -0.2], [0.4, 0.2, 0.2], [-0.4, -0.3, -0.1], [0.4, -0.3, 0.4], [0.1, 0.1, -0.3], [-0.7, 0.1, 0.2], [-0.1, 0.0, 0.1], [0.0, -0.1, -0.5], [0.2, 0.0, -0.1], [0.4, 0.0, 0.5], [0.1, 0.0, 0.0], [-0.3, 0.1, -0.3], [-0.2, -0.3, 0.4], [0.1, 0.1, -0.1], [-0.8, 0.0, 0.1], [1.0, 0.1, 0.0], [-0.4, -0.1, 0.0], [-0.4, -0.4, 0.2], [0.2, -0.5, -0.2], [0.0, 0.1, 0.0], [0.2, -0.1, 0.1], [0.0, -0.1, 0.1], [0.0, 0.1, -0.2], [0.1, -0.1, -0.1], [-0.1, 0.1, -0.1], [0.0, -0.1, 0.2], [0.0, -0.2, 0.0], [-0.2, 0.2, 0.0], [-0.1, 0.1, -0.2], [0.4, 0.1, 0.1], [-0.1, -0.1, 0.2], [-0.1, 0.0, -0.2], [0.1, 0.1, -0.2], [0.2, 0.1, 0.2], [-0.2, 0.2, 0.0], [0.0, -0.1, -0.2], [0.1, 0.0, -0.1], [0.2, 0.0, 0.0], [-0.1, 0.0, 0.1], [-0.1, 0.0, 0.1], [-0.2, 0.0, -0.1], [-0.1, 0.0, 0.1], [0.1, 0.0, 0.1], [0.1, 0.1, -0.3], [0.2, 0.0, 0.0], [-0.4, -0.2, 0.1], [0.1, 0.1, 0.0], [0.3, 0.1, 0.0], [0.0, 0.0, -0.1], [0.3, 0.1, 0.3], [-0.2, -0.1, -0.1], [-0.1, 0.0, -0.1], [-0.1, -0.1, -0.1], [0.0, 0.0, 0.0], [0.0, 0.0, 0.0], [0.0, 0.0, 0.0], [0.0, 0.0, 0.0], [0.0, 0.0, 0.0], [0.0, 0.0, 0.0], [0.0, 0.0, 0.0], [0.0, 0.0, 0.0], [0.0, 0.0, 0.0], [0.0, 0.0, 0.0], [0.0, 0.0, 0.0], [0.0, 0.0, 0.0], [0.0, 0.0, 0.0], [0.0, 0.0, 0.0], [0.0, 0.0, 0.0], [0.0, 0.0, 0.0], [0.0, 0.0, 0.0], [0.0, 0.0, 0.0]]
}

***

{
  "formula": "C30H46O4",
  "method": "ωB97M-V/def2-TZVPD",
  "lumo_energy_ev": 0.523,
  "smiles": "CC1(C)[C@@H](O)CC[C@]2(C)[C@H]3C(=O)C=C4[C@H]5C[C@@](C)(C(=O)O)CC[C@]5(C)CC[C@@]4(C)[C@]3(C)CC[C@@H]12",
  "e_tot_ev": -40049.050,
  "species": ["C", "C", "C", "C", "O", "C", "C", "C", "C", "C", "C", "O", "C", "C", "C", "C", "C", "C", "C", "O", "O", "C", "C", "C", "C", "C", "C", "C", "C", "C", "C", "C", "C", "C", "H", "H", "H", "H", "H", "H", "H", "H", "H", "H", "H", "H", "H", "H", "H", "H", "H", "H", "H", "H", "H", "H", "H", "H", "H", "H", "H", "H", "H", "H", "H", "H", "H", "H", "H", "H", "H", "H", "H", "H", "H", "H", "H", "H", "H", "H"],
  "positions_angstrom": [[-5.497522, 0.484922, -2.083514], [-4.278911, -0.085713, -2.815388], [-4.694250, -1.453743, -3.384234], [-3.891733, 0.793608, -4.034558], [-4.982960, 1.019161, -4.901056], [-3.235368, 2.109223, -3.620847], [-2.002318, 1.869789, -2.759296], [-2.306708, 1.048886, -1.489073], [-3.113889, 1.925701, -0.521589], [-0.934160, 0.615916, -0.886447], [-0.084855, 1.765433, -0.372037], [-0.317024, 2.940396, -0.578312], [1.125636, 1.376061, 0.354389], [1.469221, 0.124310, 0.679382], [2.819816, -0.224000, 1.252621], [3.674672, 0.990735, 1.617156], [5.077754, 0.595824, 2.112533], [5.944061, 0.037520, 0.983139], [5.756112, 1.852627, 2.641821], [6.811109, 2.288529, 2.268561], [5.048667, 2.452807, 3.611992], [4.961878, -0.395892, 3.282136], [4.088677, -1.595785, 2.932418], [2.689357, -1.209072, 2.430616], [1.866710, -0.606233, 3.570884], [2.008231, -2.469975, 1.886062], [0.619445, -2.187523, 1.323842], [0.558391, -1.028596, 0.306849], [1.132220, -1.554573, -1.031534], [-0.924311, -0.506358, 0.182159], [-1.417187, 0.060285, 1.524201], [-1.866835, -1.654575, -0.215807], [-3.219394, -1.178397, -0.734670], [-3.016683, -0.253513, -1.934084], [-6.381798, 0.375739, -2.709938], [-5.380967, 1.533351, -1.832525], [-5.677447, -0.068895, -1.166262], [-5.234016, -2.045695, -2.649856], [-5.348449, -1.295572, -4.238956], [-3.828019, -2.018493, -3.721882], [-3.179312, 0.223431, -4.643197], [-5.608633, 1.595117, -4.447492], [-3.964572, 2.732298, -3.098988], [-2.944832, 2.649043, -4.525041], [-1.566672, 2.825662, -2.471279], [-1.266657, 1.335421, -3.367104], [-2.447327, 2.478526, 0.132068], [-3.691449, 2.666027, -1.065820], [-3.806240, 1.353820, 0.087639], [-0.370958, 0.227358, -1.742332], [1.756564, 2.217561, 0.596223], [3.343712, -0.759794, 0.450992], [3.796625, 1.625368, 0.737402], [3.175050, 1.570406, 2.393126], [6.002706, 0.753976, 0.167502], [6.954044, -0.138407, 1.344765], [5.544836, -0.896042, 0.600665], [5.516948, 3.244783, 3.919194], [4.544446, 0.124957, 4.144218], [5.959596, -0.744580, 3.558151], [3.985297, -2.225548, 3.818903], [4.588919, -2.194330, 2.168423], [1.635121, -1.371550, 4.309171], [2.410277, 0.189544, 4.070126], [0.937354, -0.188189, 3.197340], [1.915683, -3.210366, 2.684378], [2.645768, -2.911568, 1.115968], [-0.037675, -1.981078, 2.163923], [0.250025, -3.091972, 0.837057], [2.007108, -2.167006, -0.831655], [1.446860, -0.742187, -1.682945], [0.418475, -2.173059, -1.566962], [-0.771245, 0.853875, 1.888878], [-1.482985, -0.711330, 2.287123], [-2.410719, 0.472569, 1.406770], [-1.416209, -2.261850, -1.000843], [-2.025136, -2.302806, 0.647876], [-3.773756, -0.681470, 0.059268], [-3.793322, -2.056484, -1.030441], [-2.294864, -0.758345, -2.591947]],
  "forces_ev_per_a": [[0.2, 0.0, -0.2], [0.1, -0.1, -0.4], [0.0, 0.2, 0.1], [0.3, 0.2, 0.4], [-0.4, 0.1, -0.2], [0.1, -0.4, -0.2], [-0.2, 0.2, 0.1], [0.4, 0.0, -0.2], [0.0, 0.0, 0.0], [-0.3, 0.1, -0.1], [0.0, -0.2, -0.2], [0.0, 0.0, 0.1], [0.5, 0.0, 0.3], [-0.1, 0.3, -0.2], [0.1, 0.2, 0.2], [0.0, -0.2, -0.1], [0.1, 0.1, 0.1], [-0.1, 0.1, 0.2], [0.2, 0.0, -0.2], [0.2, 0.1, -0.1], [-0.4, 0.2, 0.4], [-0.1, -0.1, 0.0], [0.0, 0.2, 0.0], [0.1, -0.4, -0.1], [0.2, -0.1, -0.2], [-0.1, 0.2, 0.0], [0.2, 0.0, 0.0], [-0.2, -0.1, 0.0], [-0.1, 0.0, 0.1], [0.0, -0.1, 0.0], [0.0, -0.1, -0.1], [-0.1, 0.1, 0.0], [0.2, -0.1, -0.2], [-0.3, 0.1, 0.3], [-0.1, 0.0, 0.0], [0.0, 0.2, 0.1], [-0.1, 0.0, 0.1], [0.0, -0.1, 0.1], [-0.1, 0.0, 0.0], [0.1, -0.1, 0.0], [0.0, 0.0, 0.1], [0.0, 0.0, -0.1], [-0.1, 0.1, 0.0], [-0.1, 0.0, 0.0], [0.1, -0.1, -0.1], [0.1, -0.1, 0.0], [-0.1, 0.0, 0.1], [-0.1, 0.1, 0.0], [-0.1, 0.0, 0.1], [0.0, 0.0, 0.0], [0.1, 0.1, 0.0], [0.0, -0.1, 0.0], [-0.1, 0.1, 0.0], [-0.1, 0.1, -0.1], [0.0, 0.0, -0.1], [0.1, 0.0, 0.0], [-0.1, -0.1, -0.1], [0.1, -0.2, -0.2], [0.1, 0.0, 0.0], [0.0, 0.0, 0.1], [0.0, -0.1, 0.0], [0.0, -0.1, 0.0], [0.0, -0.1, 0.1], [0.0, 0.1, 0.1], [-0.2, 0.1, 0.0], [0.1, -0.1, 0.0], [0.1, 0.0, 0.0], [-0.1, 0.0, 0.0], [-0.1, 0.0, 0.0], [0.1, -0.1, 0.0], [0.0, 0.0, -0.1], [0.0, -0.1, -0.1], [0.0, 0.1, 0.1], [0.0, 0.0, 0.1], [-0.2, 0.1, 0.0], [0.0, -0.1, 0.0], [0.1, -0.1, 0.0], [-0.1, 0.0, 0.0], [-0.1, 0.0, 0.0], [0.1, 0.0, 0.0]]
}